ORCA calculation (ωB97M-V/def2-TZVPD) on a structure of composition C31H48IrO2P2 in a non-equilibrium geometry.

```
84
Properties=species:S:1:pos:R:3:forces:R:3:mulliken_spin:R:1
Ir 0.443702 0.315830 1.405241 -2.61 1.87 1.39 1.0486
C 1.000955 0.215137 3.716468 -0.26 0.91 1.50 0.1403
C 2.052864 0.770731 2.931521 -0.55 0.35 -0.95 -0.0096
C 0.217480 2.211799 2.829503 1.66 0.35 -0.55 0.3421
C -0.140721 1.088899 3.624416 1.33 -0.89 0.43 0.0758
C 1.562028 2.014040 2.364017 0.08 0.67 1.28 -0.0583
C 1.166458 -1.009528 4.542283 0.25 -0.11 0.09 -0.0091
H 1.816516 -1.771951 4.096070 0.21 0.40 0.07 0.0049
H 0.221662 -1.495516 4.652082 0.06 -0.22 0.12 0.0039
H 1.498143 -0.755800 5.560483 0.26 -0.25 -0.31 0.0088
C -1.437534 0.998725 4.325867 -0.59 0.03 0.23 0.0178
H -1.585561 -0.002055 4.679815 -0.16 0.67 0.15 -0.0239
H -2.280763 1.173093 3.654411 0.02 0.45 0.06 -0.0200
H -1.494755 1.631617 5.220081 -0.05 0.30 -0.33 0.0164
C -0.595514 3.455256 2.650873 0.02 -0.28 -0.07 -0.0174
H -0.505145 4.095766 3.541700 -0.06 -0.15 -0.21 0.0113
H -1.648284 3.192550 2.520074 0.04 0.24 -0.03 0.0041
H -0.243393 4.024368 1.786829 -0.18 -0.03 0.09 -0.0037
C 2.399649 3.027245 1.653511 0.11 0.13 -0.09 0.0225
H 2.916465 3.690499 2.364886 -0.14 -0.18 -0.15 -0.0019
H 1.783483 3.660676 1.006040 0.16 -0.10 0.01 0.0033
H 3.177388 2.552847 1.041129 -0.18 0.16 0.09 0.0018
C 3.451315 0.244983 2.814963 -0.17 0.18 0.26 0.0135
H 4.053993 0.755530 3.570692 0.22 -0.13 -0.06 -0.0011
H 3.887261 0.449468 1.831832 -0.06 -0.06 0.18 -0.0009
H 3.486569 -0.831467 3.012518 0.07 0.26 -0.06 0.0031
C -0.622088 -1.350625 0.720834 0.29 -1.09 -0.44 0.0184
C 0.530463 -1.796166 1.435504 -0.24 -1.83 0.35 0.2636
C 1.831247 -2.232546 0.812774 -0.38 0.16 -0.09 0.0158
C 2.239761 -1.279868 -0.328019 0.49 -0.16 0.17 0.0358
C 1.802498 0.142334 -0.051361 -0.03 0.39 -1.67 0.0517
C 0.533161 0.714909 -0.546114 1.65 -0.24 -1.97 0.0596
C -0.367211 -0.118999 -1.446464 -0.16 0.26 0.07 0.0356
C -0.733699 -1.459602 -0.805779 0.03 0.33 0.44 0.0645
H 1.742440 -3.261002 0.466547 0.15 -0.20 -0.22 0.0006
H 1.843337 -1.637962 -1.278300 0.04 0.05 -0.07 -0.0049
H 2.590400 -2.228646 1.597506 0.05 -0.03 -0.07 0.0128
H -0.113520 -2.270852 -1.181933 0.05 -0.09 -0.01 -0.0036
H -1.564209 -1.527038 1.241208 0.27 0.33 -0.20 -0.0541
H 0.353222 -2.214857 2.417125 0.01 -0.19 0.02 -0.0164
H -1.763208 -1.706958 -1.046410 -0.17 -0.14 -0.10 0.0082
H -1.271206 0.470625 -1.582991 -0.25 0.02 -0.11 0.0052
H 0.598651 1.767309 -0.807223 -0.10 0.10 -0.11 -0.0086
H 0.047999 -0.280074 -2.449186 0.22 0.12 -0.10 0.0089
H 3.327495 -1.286903 -0.405288 0.05 -0.10 -0.18 0.0153
H 2.604455 0.851427 0.104252 0.12 -0.01 -0.22 -0.0364
P -0.901068 -0.345604 -5.758807 0.01 -1.72 -1.43 0.4096
P -0.556202 2.416788 -7.321654 0.07 -0.84 -2.09 0.3406
C -0.918776 -0.394217 -7.635099 0.04 0.63 -0.16 0.0074
C -1.262858 0.961035 -8.271784 -0.16 -0.19 0.39 0.0150
H -1.669187 -1.146995 -7.922526 0.32 0.17 0.09 0.0091
H 0.068166 -0.743692 -7.973723 -0.26 0.12 0.18 -0.0015
H -0.855670 1.017012 -9.294328 -0.23 0.09 0.28 0.0109
H -2.353329 1.096004 -8.324938 0.28 0.00 0.02 -0.0024
C -1.373938 3.795578 -8.230019 -0.15 0.20 0.75 0.0389
H -0.911486 4.736733 -7.914736 -0.14 -0.09 -0.13 -0.0010
H -2.434667 3.824185 -7.961506 0.15 0.07 -0.09 0.0005
H -1.271068 3.681316 -9.316896 0.09 -0.15 0.29 0.0169
C 1.108049 2.470306 -8.132713 0.18 0.07 0.80 0.0292
H 1.019437 2.478087 -9.228639 -0.17 0.01 0.35 0.0130
H 1.700347 1.602476 -7.816044 -0.06 0.23 -0.11 -0.0029
H 1.622834 3.379295 -7.801955 0.04 -0.21 -0.12 -0.0009
C -2.355582 -1.440266 -5.440190 -0.24 0.71 0.66 0.0527
H -2.409124 -1.648424 -4.364794 -0.09 -0.02 -0.22 -0.0096
H -2.268111 -2.383536 -5.997213 0.20 0.33 0.10 0.0169
H -3.272716 -0.919820 -5.742488 0.15 -0.17 0.10 0.0015
C 0.463336 -1.542349 -5.429281 0.18 0.62 0.52 0.0444
H 1.420718 -1.083488 -5.701148 -0.14 -0.15 0.09 0.0004
H 0.321744 -2.469208 -6.002138 -0.15 0.32 0.07 0.0167
H 0.475200 -1.768220 -4.356202 0.08 -0.03 -0.22 -0.0110
O -2.771724 -2.890519 3.622560 1.53 1.10 1.63 0.5927
C -1.906968 -2.064930 4.131120 -1.18 -0.18 0.51 -0.0666
O -1.351806 -1.249375 3.301952 -1.13 -2.07 1.71 0.5171
C -1.696848 -1.971716 5.796913 -0.19 -0.72 -0.25 -0.0451
C -0.977057 -0.985105 6.551319 -0.47 -1.02 -0.22 -0.0230
C -0.790315 -1.056158 7.930795 0.52 1.13 -0.32 0.0013
C -1.305818 -2.068107 8.688888 -1.08 -1.70 -0.09 -0.0134
C -2.055094 -3.073765 8.003283 0.76 1.39 -0.62 0.0092
C -2.245930 -3.023213 6.579630 0.71 0.78 1.47 -0.0201
H -0.488781 -0.152386 6.110987 0.08 0.25 -0.36 0.0119
H -0.194987 -0.251237 8.405689 -0.45 -0.57 -0.37 -0.0003
H -1.139393 -2.096754 9.788975 -0.24 -0.13 -1.03 -0.0004
H -2.456444 -3.869013 8.610481 -0.22 -0.26 -0.28 0.0001
H -2.819121 -3.817968 6.152278 -0.19 -0.24 -0.47 -0.0024
```
Forces are in eV/Å.

Its spin multiplicity is 5. The molecular weight is 706.89 g mol⁻¹. Its expectation value of S² is 6.0702. As for the calculated total energy: -58422.101 eV. The value obtained for the strongest force on any atom is 0.0681 Eh/bohr. The total charge is +1. For the HOMO energy (alpha / beta), the calculation gives -5.352 / -9.535 eV.

ORCA calculation (ωB97M-V/def2-TZVPD) on a cluster of 2 separate species, C31H49BrN4O8S in total in a non-equilibrium geometry.

```
94
Properties=species:S:1:pos:R:3:forces:R:3:mulliken_charge:R:1
C 9.896907 -4.791853 -0.290825 -0.04 0.24 0.37 -0.8757
C 10.602888 -3.638517 0.663011 0.20 -0.51 -1.11 -0.3910
C 10.207894 -2.181681 0.015065 -0.24 -0.34 0.48 -0.5731
C 8.580218 -1.822441 0.150609 0.89 0.61 -0.21 -0.2838
C 8.376450 -0.215799 -0.169327 -0.19 -0.41 -0.33 -0.7449
C 6.891993 0.128215 -0.847814 1.09 -0.08 0.36 -0.4212
C 5.653673 0.061323 0.227868 -0.51 -0.20 -0.39 -0.5352
C 4.959152 1.531108 0.515595 -0.03 -0.27 0.62 -0.2436
C 3.423357 1.647598 -0.114912 1.12 0.01 -0.30 -0.4448
C 2.296432 0.916965 0.836766 0.52 -0.04 0.45 -0.3045
C 1.122678 1.945790 1.388318 -0.81 -0.56 -0.65 -0.6080
C -0.401540 1.260148 1.335772 0.71 -0.05 -0.76 -0.3451
C -0.667509 0.303263 2.649726 -0.74 0.39 0.36 -0.6233
C -2.267451 0.049243 2.980771 -0.18 0.71 -0.23 -0.5609
C -3.054499 -0.839027 1.839906 1.30 -1.63 -2.88 0.4473
C -2.364092 -1.454031 0.635812 -2.78 1.13 2.47 -0.5150
C -3.231576 -2.304684 -0.513644 1.23 -3.23 -1.31 0.0249
O -2.733464 -3.391192 -1.111242 -3.01 6.85 3.49 -0.5491
C -4.765805 -1.699540 -0.791684 -2.51 1.20 -0.15 0.2059
C -5.475078 -1.686082 -2.271557 -0.73 1.29 3.64 0.0283
C -4.640211 -2.313419 -3.552619 -0.03 1.51 -0.07 -0.3750
N -5.134574 -3.718049 -3.884494 -1.01 1.63 0.24 -0.5996
C -6.984803 -1.001803 -2.380718 0.83 0.06 3.05 0.5325
C -7.770153 -0.897807 -3.816075 1.21 0.53 0.18 -0.6430
C -7.180432 0.451029 -4.589186 -0.26 6.82 3.59 0.4358
O -7.174852 1.685581 -4.034563 -0.18 -8.77 -3.67 -0.4972
Br -6.401805 0.376454 -6.472932 -0.81 -0.35 1.80 -0.1680
C -7.760852 -0.393470 -1.033888 2.86 -0.95 0.56 -0.0239
O -9.127892 0.208443 -1.124954 4.06 0.55 0.10 -0.6017
C -7.059080 -0.389300 0.479933 2.49 -1.43 -2.96 0.3551
C -7.816826 0.245168 1.801569 -0.02 -0.17 -0.50 -0.9539
C -8.979027 -0.831910 2.277422 -1.11 -0.82 1.05 0.7496
N -8.988000 -2.114816 1.463525 -0.29 0.31 0.19 -0.5759
N -10.331893 -0.147627 2.136766 0.29 -1.45 -0.51 -0.7477
N -8.861945 -1.211604 3.767164 -0.14 -0.55 -1.31 -0.7509
C -5.534757 -1.062501 0.549907 -1.52 0.40 -1.98 0.1094
C -4.701682 -1.081108 2.000083 -1.47 -1.00 3.04 -0.0275
O -5.272048 -1.308426 3.188884 3.33 1.58 -7.19 -0.5588
H 10.157176 -5.900723 0.055022 -0.45 2.47 -0.86 0.2948
H 10.250625 -4.579217 -1.396678 -0.68 -0.70 2.22 0.2383
H 8.732553 -4.670506 -0.264695 2.19 -0.27 -0.03 0.2111
H 10.305253 -3.761693 1.797218 0.50 0.38 -2.33 0.2775
H 11.779018 -3.808659 0.557113 -2.51 0.51 0.40 0.2562
H 10.855924 -1.343064 0.557144 -1.47 -1.66 -1.31 0.2842
H 10.476577 -2.243050 -1.137016 -0.43 0.37 2.40 0.2243
H 8.237585 -2.084500 1.252339 0.49 0.43 -2.38 0.2131
H 7.972209 -2.413205 -0.668762 1.19 0.97 1.87 0.2225
H 9.198076 0.082827 -0.958301 -1.59 -0.51 1.55 0.3385
H 8.569627 0.398814 0.810296 -0.45 -1.04 -1.89 0.2496
H 6.990699 1.222956 -1.275429 -0.42 -2.25 0.65 0.1923
H 6.774142 -0.657644 -1.734604 0.05 1.84 1.85 0.3268
H 4.804585 -0.642787 -0.203390 1.75 1.35 0.91 0.2139
H 6.012498 -0.425490 1.234305 -0.59 0.97 -1.96 0.2782
H 4.894740 1.657420 1.685804 0.02 -0.08 -2.25 0.3270
H 5.674500 2.381094 0.129845 -1.54 -1.72 0.62 -0.0891
H 3.195712 2.804427 -0.293106 0.31 -2.61 0.37 0.0434
H 3.487519 1.090371 -1.168744 -0.34 1.41 2.20 0.3163
H 2.854211 0.464421 1.786459 -1.17 0.89 -2.05 0.2483
H 1.861022 0.001517 0.240954 0.55 1.88 1.22 0.2041
H 1.337331 2.217006 2.506302 -0.29 -0.14 -2.23 0.2442
H 1.070001 2.895493 0.670537 0.30 -1.93 1.77 0.2948
H -1.221769 2.115673 1.204738 1.70 -1.88 0.67 0.2764
H -0.421507 0.664864 0.304825 -0.12 1.11 2.30 0.1883
H -0.167596 -0.753462 2.595142 -0.61 2.15 -0.05 0.2465
H -0.234836 0.906091 3.583451 -0.89 -1.48 -1.95 0.3698
H -2.762897 1.135199 2.997807 0.81 -2.40 -0.12 0.2707
H -2.403844 -0.373413 4.088577 0.20 0.61 -2.66 0.3053
H -1.211492 -1.362297 0.454039 -2.51 -0.33 0.51 0.2914
H -4.801234 -1.543885 -4.450952 0.19 -1.72 1.81 0.1104
H -3.460830 -2.321950 -3.378493 -2.78 0.03 0.12 0.2821
H -5.517304 -3.705926 -4.865063 0.29 -0.13 1.58 0.3044
H -5.908081 -3.902510 -3.187157 1.07 -0.02 -1.42 0.3102
H -7.557101 -1.838636 -4.498549 -0.57 2.02 1.52 0.2855
H -8.906090 -0.696892 -3.618706 2.23 -0.42 -0.45 0.3500
H -8.928053 1.207012 -1.051404 -0.54 -2.12 -0.24 0.3677
H -7.073086 0.514049 2.689083 -1.50 -1.03 -2.08 0.2722
H -8.376499 1.270387 1.556845 1.22 -2.41 0.22 0.3412
H -8.337392 -2.836940 1.845651 -0.82 0.96 -0.43 0.2498
H -9.961193 -2.505512 1.402790 1.47 0.58 0.33 0.2109
H -10.552805 -0.136389 1.114934 0.32 0.09 1.02 0.2982
H -11.096702 -0.746959 2.570672 1.45 0.87 -0.61 0.3199
H -8.100951 -1.939070 3.834369 -0.94 1.16 -0.05 0.3265
H -9.756394 -1.740478 3.974901 1.40 0.77 -0.27 0.2794
C 4.282059 6.864510 -0.984989 -0.66 -0.02 0.21 -0.3516
C 4.474584 6.184100 0.367673 0.19 0.69 0.17 -0.3667
O 4.952134 4.875775 0.062697 0.16 -0.03 -1.06 -0.2725
S 5.848003 4.942728 -1.298685 0.43 -0.27 -0.18 1.1638
O 7.241011 5.021953 -0.918707 -1.79 -0.26 -0.75 -0.5710
O 5.340358 3.960802 -2.228481 0.86 1.11 1.28 -0.4956
O 5.370941 6.421202 -1.793078 0.50 -0.77 0.55 -0.3266
H 3.350845 6.539955 -1.460439 0.04 0.05 0.09 0.2820
H 4.287095 7.954716 -0.903134 0.22 -0.22 -0.13 0.3200
H 3.547390 6.131714 0.943293 0.16 -0.25 -0.16 0.3250
H 5.241854 6.694137 0.959696 -0.12 0.03 -0.04 0.2796
```
Forces are in eV/Å.

Its spin multiplicity is 1. The molecular weight is 717.72 g mol⁻¹. As for the calculated total energy: -136137.459 eV. The value obtained for the strongest force on any atom is 0.1849 Eh/bohr. For the HOMO energy, the calculation gives -8.628 eV. As for the SMILES: CCCCCCCCCCCCCCC1=CC(=O)c2c(CN)c(CC(=O)Br)c(O)c(CC(N)(N)N)c2C1=O.O=S1(=O)OCCO1.

Question: What is the molecular weight in the first record?
Answer: 706.89 g mol⁻¹